No. 1
Below is a molecular structure, C6H12, with properties calculated with wB97M-V/def2-TZVPD.

```
18
Properties=species:S:1:pos:R:3:mulliken_charge:R:1
C -2.218 -0.075 0.218 -1.048
C -0.668 -0.132 -0.366 0.852
C 0.308 -1.223 0.000 -1.406
C 1.814 -0.674 -0.026 -0.632
C 1.556 0.859 0.063 -0.639
C -0.084 1.182 -0.071 -0.972
H -2.277 1.302 -0.092 0.291
H -3.035 -0.614 -0.607 0.272
H -2.498 -0.672 1.273 0.225
H -1.080 -0.443 -1.532 0.198
H 0.170 -1.370 0.975 0.428
H -0.113 -2.134 -0.317 0.649
H 2.542 -0.789 0.926 0.250
H 2.081 -1.136 -0.895 0.380
H 2.443 1.231 -0.679 0.238
H 2.010 1.211 1.046 0.275
H -0.799 1.526 0.950 0.474
H -0.152 1.951 -0.867 0.162
```

Output
**Calculated total energy**: -235.5787 a.u.
**2S+1**: 1
**Maximum force**: 5.87 eV/Å
**Energy relative to the best compared isomer or geometry (same formula, charge and spin)**: 6.517 eV
**Orbital gap**: 10.77 eV
**Charge**: 0



No. 2
Below is 2 unconnected molecules or ions with the total composition C6H12, with properties calculated with wB97M-V/def2-TZVPD.

```
18
Properties=species:S:1:pos:R:3:mulliken_charge:R:1
C 0.470 -0.939 1.790 -1.189
C -0.754 -0.342 1.098 -0.544
C -0.892 -0.786 -0.350 0.155
C -1.521 0.068 -1.393 -0.527
C -0.079 -0.334 -1.521 -0.617
C 1.235 1.968 -0.657 -0.949
H 0.442 -2.034 1.758 0.362
H 1.395 -0.616 1.301 0.299
H 0.514 -0.636 2.842 0.348
H -0.722 0.753 1.148 0.279
H -1.667 -0.644 1.627 0.317
H -1.007 -1.869 -0.447 0.350
H -1.746 1.097 -1.112 0.192
H -2.173 -0.320 -2.173 0.272
H 1.048 1.025 -1.200 0.424
H 0.588 2.750 -1.060 0.284
H 2.284 2.209 -0.832 0.349
H 1.055 1.842 0.414 0.192
```

Output
**Calculated total energy**: -235.6333 a.u.
**2S+1**: 1
**Maximum force**: 0.38 eV/Å
**Energy relative to the best compared isomer or geometry (same formula, charge and spin)**: 5.032 eV
**Orbital gap**: 8.63 eV
**Charge**: 0



No. 3
Below is C6H12 in the gas phase, with properties calculated with wB97M-V/def2-TZVPD.

```
18
Properties=species:S:1:pos:R:3:mulliken_charge:R:1
C -1.402 -0.960 0.498 -1.703
C -0.307 -0.048 0.002 1.538
C -0.871 1.188 -0.703 -1.686
C 0.698 0.327 1.090 -1.001
C 1.878 0.134 -0.271 -0.852
C 0.759 -0.689 -0.891 -0.669
H -2.018 -1.311 -0.335 0.369
H -0.972 -1.831 1.006 0.416
H -2.044 -0.431 1.211 0.371
H -1.490 0.876 -1.554 0.389
H -0.074 1.832 -1.093 0.404
H -1.497 1.781 -0.028 0.396
H 0.444 1.275 1.629 0.370
H 0.958 -0.421 1.820 0.369
H 2.772 -0.422 0.001 0.285
H 1.729 1.111 0.202 0.399
H 0.882 -1.750 -0.612 0.283
H 0.556 -0.659 -1.970 0.323
```

Output
**Calculated total energy**: -235.6939 a.u.
**2S+1**: 1
**Structure (SMILES)**: CC1(C)CCC1
**Maximum force**: 2.98 eV/Å
**Energy relative to the best compared isomer or geometry (same formula, charge and spin)**: 3.383 eV
**Orbital gap**: 9.30 eV
**Charge**: 0